{
  "formula": "C3H6OS",
  "method": "ωB97M-V/def2-TZVPD",
  "elements": ["C", "C", "C", "O", "S", "H", "H", "H", "H", "H", "H"],
  "xyz": [[0.27127, -0.45146, -0.74279], [1.33894, -0.26630, 0.33281], [-1.13405, -0.06345, -0.49089], [0.88180, -1.48678, 0.01879], [3.05623, 0.16034, -0.04473], [0.51268, -0.27529, -1.74218], [1.28103, 0.12172, 3.34288], [-1.73976, -0.80170, -1.10380], [-1.16125, 0.90106, -0.87379], [-1.39262, -0.20939, 0.59055], [3.29003, -0.46525, 1.04751]],
  "forces_ev_per_a": [[0.80, 1.64, 3.14], [-0.62, 0.89, -2.70], [-0.46, -3.65, 0.90], [-0.08, -1.72, -0.04], [-1.34, 0.59, -0.52], [1.11, -0.58, -1.64], [0.00, 0.01, 0.13], [0.15, 1.16, 0.66], [-0.92, 1.93, -0.38], [0.06, 0.59, -1.04], [1.28, -0.86, 1.50]],
  "orbital_gap_ev": [9.35, 9.04],
  "largest_force_ha_per_bohr": 0.0736,
  "total_charge": 0,
  "mol_weight_g_mol": 90.1,
  "spin_multiplicity": 3,
  "homo_energy_ev": [-8.39, -9.69],
  "relative_energy_kcal_mol": 54.9
}



{
  "formula": "C22H27CsN5O5S",
  "method": "ωB97M-V/def2-TZVPD",
  "elements": ["Cs", "O", "C", "C", "C", "N", "C", "C", "C", "O", "O", "C", "O", "O", "H", "H", "H", "C", "C", "C", "C", "C", "C", "C", "C", "C", "C", "C", "C", "H", "H", "H", "H", "H", "H", "H", "H", "H", "H", "H", "H", "H", "H", "H", "H", "H", "H", "C", "C", "N", "N", "C", "S", "N", "N", "H", "H", "H", "H", "H", "H"],
  "xyz": [[-0.99168, -1.14922, -0.17664], [3.88937, -3.75281, 3.65736], [3.10864, -3.20487, 2.68096], [3.07108, -1.83566, 2.45216], [2.24180, -1.35734, 1.45390], [1.48612, -2.14515, 0.68760], [1.53332, -3.46137, 0.91201], [2.32943, -4.03349, 1.89371], [0.62820, -4.37858, 0.05619], [1.00628, -5.54334, -0.11577], [-0.41788, -3.81440, -0.35644], [2.11315, 0.16242, 1.22829], [3.11072, 0.87195, 1.39971], [0.94574, 0.49682, 0.87404], [4.36754, -3.03807, 4.09659], [3.67142, -1.13468, 3.02129], [2.33146, -5.10865, 2.00752], [-2.91419, -1.43383, -3.62349], [-1.50784, -0.90978, -3.44244], [-1.27123, 0.46476, -3.32979], [-2.40750, 1.44978, -3.50526], [0.02502, 0.93524, -3.08158], [0.29554, 2.41930, -3.02707], [1.07923, 0.02476, -2.89618], [2.47417, 0.51966, -2.59386], [0.83622, -1.34817, -3.01322], [1.91846, -2.36371, -2.72310], [-0.43755, -1.80412, -3.36778], [-0.63033, -3.27002, -3.64026], [-3.17587, -1.55092, -4.67959], [-3.64973, -0.77140, -3.17081], [-3.01980, -2.40871, -3.14812], [-2.85345, 1.71488, -2.54093], [-3.19253, 1.04921, -4.14314], [-2.06032, 2.37048, -3.97019], [0.51493, 2.80046, -4.03077], [1.13958, 2.64772, -2.38378], [-0.54988, 2.97226, -2.62474], [3.22574, -0.17989, -2.95104], [2.61977, 0.65029, -1.51690], [2.66656, 1.47644, -3.07647], [2.44887, -2.66542, -3.63266], [1.48573, -3.25566, -2.27302], [2.64514, -1.97432, -2.01540], [0.23784, -3.66547, -4.16938], [-1.50312, -3.45139, -4.26543], [-0.71900, -3.85196, -2.71915], [0.63022, 5.93945, 0.97421], [-0.65335, 5.22320, 1.16790], [-1.75353, 5.75623, 1.59785], [-2.63823, 4.71798, 1.58356], [-2.11235, 3.54518, 1.16489], [-2.82988, 2.05669, 1.05522], [-0.81140, 3.88814, 0.90907], [0.15114, 3.11934, 0.28020], [0.49405, 6.98470, 1.23622], [0.94854, 5.85847, -0.06669], [1.41625, 5.51379, 1.60041], [-3.58456, 4.84659, 1.88842], [0.04929, 2.10858, 0.44767], [1.05295, 3.31344, 0.70414]],
  "forces_ev_per_a": [[-1.02, 0.46, -0.06], [0.08, 0.05, 0.09], [-0.08, 0.16, -0.12], [0.12, -0.04, 0.03], [0.14, 0.33, -0.02], [0.39, -0.30, 0.41], [0.14, -0.27, -0.06], [0.06, -0.14, 0.00], [0.07, 0.10, 0.10], [0.06, 0.05, 0.06], [-0.09, -0.32, -0.20], [-0.16, -0.45, -0.17], [-0.09, 0.09, 0.09], [0.27, 0.54, 0.04], [-0.07, -0.11, -0.07], [0.00, 0.01, -0.01], [0.02, 0.02, 0.01], [0.06, -0.06, 0.03], [0.04, 0.08, -0.21], [0.07, 0.11, -0.07], [0.07, -0.05, 0.01], [0.08, -0.16, 0.07], [-0.02, -0.02, 0.07], [-0.12, 0.04, -0.07], [-0.08, 0.00, 0.00], [0.09, 0.04, -0.01], [-0.06, 0.07, -0.04], [0.00, -0.03, 0.02], [0.03, -0.17, -0.07], [-0.03, -0.01, 0.00], [0.00, 0.01, 0.00], [-0.04, 0.00, -0.03], [-0.03, 0.03, -0.01], [-0.02, -0.02, 0.01], [0.00, 0.01, 0.01], [-0.01, 0.06, 0.02], [-0.01, 0.02, 0.01], [0.00, 0.00, -0.01], [0.02, -0.02, 0.00], [0.02, 0.03, 0.00], [0.03, -0.02, 0.01], [0.01, 0.00, 0.01], [0.04, -0.02, -0.02], [0.01, 0.00, 0.01], [-0.03, 0.00, -0.04], [0.00, -0.02, 0.02], [-0.08, 0.01, 0.10], [-0.02, -0.08, -0.06], [0.16, 0.00, -0.04], [-0.17, -0.02, 0.04], [0.04, 0.01, -0.02], [0.59, 0.19, 0.14], [-0.26, -0.33, -0.17], [-0.49, 0.39, 0.27], [0.55, -0.32, -0.49], [-0.01, 0.01, 0.00], [0.03, 0.01, 0.02], [0.00, 0.00, 0.00], [-0.02, -0.05, 0.00], [-0.26, 0.03, 0.25], [0.00, 0.04, 0.14]],
  "orbital_gap_ev": 7.58,
  "largest_force_ha_per_bohr": 0.0218,
  "total_charge": -1,
  "mol_weight_g_mol": 606.5,
  "spin_multiplicity": 1,
  "homo_energy_ev": -5.52,
  "relative_energy_kcal_mol": 16.7
}



{
  "formula": "C27H29F5HfN5O3Te",
  "method": "ωB97M-V/def2-TZVPD",
  "elements": ["Hf", "C", "N", "C", "C", "C", "N", "C", "C", "C", "C", "C", "C", "C", "O", "C", "C", "C", "N", "C", "C", "C", "C", "C", "C", "C", "O", "H", "H", "H", "H", "H", "H", "H", "H", "H", "H", "H", "H", "H", "H", "H", "H", "H", "H", "H", "H", "H", "H", "H", "H", "H", "N", "C", "C", "C", "C", "N", "C", "C", "H", "H", "H", "H", "F", "Te", "F", "F", "F", "F", "O"],
  "xyz": [[0.63730, 0.10554, 0.65084], [2.37339, -0.59255, -2.13861], [2.49101, -0.58112, -0.65931], [3.49437, 0.41848, -0.23437], [3.02814, 1.86658, -0.17120], [2.11668, 2.35214, -1.28693], [0.81849, 1.67221, -1.16535], [-0.20390, 2.38668, -1.38551], [-1.58815, 2.04868, -1.10940], [-2.56265, 3.01606, -1.33296], [-3.91822, 2.79677, -1.04759], [-4.26562, 1.53574, -0.53885], [-3.28776, 0.56617, -0.37128], [-1.95295, 0.78610, -0.63723], [-1.05599, -0.16811, -0.36456], [2.95775, -1.92768, -0.24110], [2.08069, -3.05818, -0.73454], [0.57696, -2.92463, -0.47927], [0.35160, -2.21429, 0.77519], [0.21876, -2.92411, 1.83528], [0.33437, -2.34582, 3.14678], [-0.35590, -2.88984, 4.20720], [-0.31234, -2.31160, 5.47824], [0.51816, -1.22612, 5.65737], [1.23709, -0.63650, 4.60141], [1.17515, -1.21949, 3.30760], [1.72099, -0.54571, 2.34078], [3.25530, -1.06928, -2.54124], [2.32765, 0.42188, -2.48171], [1.45843, -1.09227, -2.46919], [4.33169, 0.36035, -0.94059], [3.83504, 0.09577, 0.73390], [3.93459, 2.47122, -0.09277], [2.56796, 2.10187, 0.76677], [2.57137, 2.16475, -2.26729], [1.95973, 3.42047, -1.16226], [-0.02707, 3.39103, -1.79358], [-2.28470, 3.98140, -1.70896], [-4.69720, 3.55715, -1.21461], [-5.30346, 1.34338, -0.34219], [-3.57676, -0.40784, -0.02256], [3.00025, -1.90542, 0.83321], [3.98085, -2.05912, -0.60899], [2.48081, -3.96472, -0.27549], [2.17261, -3.21117, -1.80456], [0.12200, -3.92806, -0.47798], [0.12278, -2.36976, -1.27671], [0.04391, -3.99520, 1.74089], [-1.00447, -3.73187, 4.05037], [-0.85807, -2.65583, 6.32796], [0.64901, -0.85214, 6.67477], [2.03701, 0.04691, 4.79128], [-5.03910, 2.00833, -4.46025], [-4.10223, 1.39094, -4.26710], [-2.87943, 0.63111, -4.04520], [-2.97999, -0.69081, -3.63979], [-1.82195, -1.40370, -3.40387], [-0.60598, -0.89776, -3.61665], [-0.52872, 0.36131, -4.07289], [-1.62736, 1.17390, -4.30746], [-3.94354, -1.11980, -3.43286], [-1.87309, -2.40709, -3.00856], [0.48192, 0.71733, -4.24139], [-1.52864, 2.19771, -4.66679], [0.56235, 1.94364, 1.24903], [-0.49960, 1.40972, 3.83508], [-1.31889, 2.93578, 3.13496], [-0.36162, 2.42031, 5.50657], [1.18211, 2.19918, 3.66943], [-1.97872, 0.76779, 4.81259], [-0.86420, 0.26322, 2.41405]],
  "forces_ev_per_a": [[-0.96, 0.23, -0.51], [-0.53, 0.05, 0.31], [-0.58, -0.33, 0.02], [0.41, -0.01, -0.73], [0.62, 0.26, -0.02], [0.21, -0.05, 0.01], [0.68, -0.56, 0.50], [-0.66, 0.72, -0.45], [0.64, 0.00, -0.35], [-1.43, 0.23, 0.24], [0.52, -0.28, 0.03], [0.64, 0.75, -0.70], [-0.96, -0.38, 0.13], [-0.23, 0.26, 0.33], [0.13, -0.18, -0.03], [0.05, 0.33, -0.28], [0.03, -0.43, -0.15], [-0.02, -0.43, 0.33], [0.32, -0.76, 0.31], [-0.09, 0.35, -0.87], [0.40, -0.01, -0.34], [-0.26, 0.34, 0.85], [0.67, 0.59, -0.45], [-0.01, -0.08, 0.84], [-0.47, -0.16, 0.22], [-0.67, 0.98, 0.40], [0.48, -0.42, -0.32], [0.30, -0.20, -0.28], [0.01, 0.04, -0.31], [0.23, 0.01, 0.05], [0.07, -0.15, 0.12], [0.34, 0.05, 0.47], [0.06, 0.02, -0.45], [-0.48, -0.07, 0.56], [-0.12, 0.27, 0.12], [0.13, 0.16, -0.15], [-0.25, -0.06, 0.05], [0.29, 0.33, -0.18], [0.66, -0.39, 0.05], [-0.21, -0.29, 0.22], [-0.01, -0.31, 0.21], [0.05, -0.18, 0.50], [-0.01, -0.10, -0.05], [-0.14, -0.04, 0.11], [0.28, 0.02, -0.22], [0.05, 0.28, 0.11], [-0.34, 0.42, -0.42], [-0.01, -0.11, 0.03], [-0.10, -0.35, -0.18], [-0.35, -0.49, 0.15], [-0.08, 0.17, -0.36], [0.26, 0.51, 0.13], [-1.04, 0.62, -0.16], [1.62, -0.71, 0.25], [-0.59, 0.07, -0.51], [-0.08, 0.17, 0.40], [0.34, 0.30, -0.12], [-0.20, 0.28, -0.01], [0.09, -0.43, 0.11], [-0.02, 0.10, 0.04], [-0.20, -0.13, -0.03], [0.02, -0.18, -0.05], [-0.07, 0.14, -0.08], [0.05, -0.30, 0.10], [0.04, 0.67, 0.62], [-1.02, 1.21, 1.01], [0.29, -1.09, 0.40], [0.08, -1.35, -1.43], [0.15, -0.49, -0.31], [0.51, -0.11, -0.70], [0.45, 0.69, 0.87]],
  "orbital_gap_ev": [5.68, 5.68],
  "largest_force_ha_per_bohr": 0.0383,
  "total_charge": 1,
  "mol_weight_g_mol": 872.6,
  "spin_multiplicity": 1,
  "homo_energy_ev": [-11.23, -11.23],
  "relative_energy_kcal_mol": 20.5
}



{
  "formula": "C13H19N5O4S",
  "method": "ωB97M-V/def2-TZVPD",
  "elements": ["C", "C", "O", "C", "C", "C", "N", "S", "O", "O", "C", "C", "C", "C", "N", "C", "N", "N", "N", "C", "O", "C", "C", "H", "H", "H", "H", "H", "H", "H", "H", "H", "H", "H", "H", "H", "H", "H", "H", "H", "H", "H"],
  "xyz": [[-4.80846, -1.35807, 1.60249], [-5.66355, -0.68859, 0.52967], [-5.21239, -0.86511, -0.79796], [-4.02717, -0.18858, -1.14665], [-2.78821, -1.09093, -1.09144], [-1.52868, -0.37572, -1.58737], [-1.22461, 0.87247, -0.91618], [-0.81945, 0.84947, 0.70567], [-0.87493, 2.21650, 1.12970], [-1.55703, -0.12847, 1.45400], [0.88370, 0.32811, 0.58408], [1.23360, -0.99143, 0.77567], [2.56194, -1.34925, 0.62975], [3.51760, -0.39432, 0.30167], [4.83975, -0.82555, 0.15852], [6.02812, -0.16352, 0.13684], [6.98398, -1.03897, -0.00792], [6.39451, -2.22821, -0.07955], [5.14272, -2.13065, 0.01882], [3.15340, 0.95420, 0.10888], [4.12981, 1.83345, -0.21290], [3.77751, 3.18275, -0.44489], [1.81180, 1.29334, 0.25318], [-4.65815, -2.40660, 1.35678], [-3.84035, -0.87266, 1.70371], [-5.32432, -1.29355, 2.55726], [-6.66520, -1.12792, 0.52665], [-5.75424, 0.38624, 0.75021], [-4.17021, 0.16462, -2.17674], [-3.88616, 0.68257, -0.49225], [-2.96746, -1.96685, -1.71656], [-2.62931, -1.42327, -0.06797], [-1.61483, -0.15380, -2.65520], [-0.65960, -1.02263, -1.44032], [-1.88833, 1.60910, -1.09720], [0.47896, -1.70955, 1.04968], [2.88736, -2.36915, 0.76169], [6.14723, 0.89149, 0.23314], [4.71044, 3.68497, -0.69518], [3.07921, 3.27249, -1.28071], [3.34434, 3.63954, 0.44849], [1.45665, 2.30203, 0.13042]],
  "forces_ev_per_a": [[-0.09, 0.17, -0.37], [-0.14, -0.04, 0.27], [0.10, -0.15, -0.14], [0.22, -0.16, -0.07], [-0.20, 0.19, -0.02], [-0.17, -0.65, 0.03], [0.21, 0.30, 0.86], [0.01, 0.18, -0.60], [0.14, 0.16, -0.12], [0.32, -0.17, -0.14], [-0.50, -0.07, 0.10], [-0.09, 0.02, 0.04], [0.10, 0.20, -0.03], [-0.78, 0.11, 0.09], [1.48, 0.43, -0.15], [-0.35, -0.28, 0.04], [0.56, 0.94, 0.05], [0.42, -0.85, -0.09], [-1.26, -0.45, -0.01], [-0.30, -0.26, 0.06], [0.08, -0.39, 0.08], [-0.04, 0.29, -0.05], [0.36, 0.20, -0.04], [0.03, -0.13, 0.01], [0.04, -0.01, 0.05], [-0.04, 0.00, 0.13], [0.07, 0.13, 0.08], [-0.05, -0.09, -0.05], [0.07, 0.08, 0.11], [-0.06, 0.00, -0.05], [0.00, -0.03, -0.02], [-0.06, -0.11, -0.10], [0.12, 0.00, 0.08], [-0.04, -0.07, -0.24], [-0.05, 0.29, 0.14], [-0.05, -0.15, 0.05], [-0.03, -0.03, 0.03], [-0.04, 0.21, 0.01], [-0.11, 0.01, 0.01], [0.01, -0.02, 0.03], [0.01, -0.03, -0.03], [0.11, 0.20, -0.06]],
  "orbital_gap_ev": 9.35,
  "largest_force_ha_per_bohr": 0.0302,
  "total_charge": 0,
  "mol_weight_g_mol": 341.4,
  "spin_multiplicity": 1,
  "smiles": "CCOCCCNS(=O)(=O)c1ccc(-n2cnnn2)c(OC)c1",
  "homo_energy_ev": -9.54,
  "relative_energy_kcal_mol": 0.0
}



{
  "formula": "C2H8NO",
  "method": "ωB97M-V/def2-TZVPD",
  "elements": ["O", "H", "C", "N", "C", "H", "H", "H", "H", "H", "H", "H"],
  "xyz": [[-0.51533, -2.24512, 1.00146], [0.05984, -3.00935, 0.91813], [0.53494, 0.13021, -1.21512], [0.63332, 0.20313, 0.26354], [-0.41355, 1.12445, 0.71915], [1.39138, -0.43664, -1.54871], [-0.46602, -0.18816, -1.50411], [0.60857, 1.18230, -1.62437], [0.28584, -0.77504, 0.51737], [-0.58519, 1.01981, 1.77232], [-1.35089, 0.82386, 0.22413], [-0.18291, 2.17056, 0.47621]],
  "forces_ev_per_a": [[-0.05, 0.32, -0.13], [0.09, -0.12, -0.01], [0.30, 2.26, 1.10], [-0.58, -0.19, -0.75], [0.11, -0.80, -0.80], [-0.21, -0.46, -0.58], [0.04, -0.72, -0.39], [0.24, -0.83, 0.18], [0.23, 0.24, 0.66], [0.09, -0.01, 0.67], [-0.27, 0.41, 0.07], [0.02, -0.11, -0.01]],
  "orbital_gap_ev": 7.28,
  "largest_force_ha_per_bohr": 0.0493,
  "total_charge": -1,
  "mol_weight_g_mol": 62.1,
  "spin_multiplicity": 1,
  "homo_energy_ev": -2.77,
  "relative_energy_kcal_mol": 14.1
}